# 1
The following is a DFT calculation (wB97M-V/def2-TZVPD) of one molecule with the formula C4H5N3OS at a distorted geometry.

Results
ΔE to the lowest compared entry with this formula, charge and spin in kJ/mol: 61.6
SMILES: NC(=S)n1cc[nH]c1=O
Lowest unoccupied orbital energy in eV: 0.56
Kohn-Sham gap in eV: 9.1
HOMO in Eh: -0.31502

Each atom is followed by the atoms it is bonded to, with distances in Å.
Cartesian coordinates (Å):
1 S -3.065 -0.688 -0.048  C6 1.648
2 O 0.786 1.925 -0.008  C7 1.229
3 N 1.773 -0.170 -0.098  C7 1.327, C8 1.430, H14 0.969
4 N -2.051 1.643 0.150  C6 1.317, H12 0.972, H13 1.008
5 N -0.420 -0.111 -0.020  C6 1.456, C7 1.439, C9 1.393
6 C -1.795 0.352 0.095  S1 1.648, N4 1.317, N5 1.456
7 C 0.770 0.698 -0.069  O2 1.229, N3 1.327, N5 1.439
8 C 1.299 -1.505 0.102  N3 1.430, C9 1.333, H10 1.017
9 C -0.031 -1.439 0.137  N5 1.393, C8 1.333, H11 1.020
10 H 1.903 -2.313 0.233  C8 1.017
11 H -0.736 -2.154 0.318  C9 1.020
12 H -2.920 1.936 -0.173  N4 0.972
13 H -1.337 2.272 0.483  N4 1.008
14 H 2.655 0.102 -0.391  N3 0.969



# 2
The following is a DFT calculation (wB97M-V/def2-TZVPD) of a 5-piece molecular cluster, C32H69ClN4O15PS4 overall at a distorted geometry.

Results
ΔE to the lowest compared entry with this formula, charge and spin in kJ/mol: 0.0
Lowest unoccupied orbital energy in eV: -3.33
Kohn-Sham gap in eV: 7.0
HOMO in Eh: -0.38088
Charge: +1

Each atom is followed by the atoms it is bonded to, with distances in Å.
Cartesian coordinates (Å):
1 Cl 4.273 -0.406 3.068  C35 1.801
2 S 6.933 -2.572 -1.613  O8 1.433, O11 1.592, O20 1.427, C28 1.761
3 S -0.895 -7.093 2.962  O10 1.599, O19 1.431, O21 1.429, C51 1.760
4 S -1.562 4.539 -5.764  O7 1.591, O9 1.435, O13 1.429, C42 1.761
5 S -3.224 -3.151 -2.557  O12 1.430, O16 1.591, O17 1.437, C50 1.755
6 P -1.405 2.695 -0.143  C41 1.909, C45 1.843, C53 1.868
7 O -0.390 5.291 -6.534  S4 1.591, C39 1.440
8 O 5.819 -1.750 -1.242  S2 1.433
9 O -1.528 4.923 -4.381  S4 1.435
10 O -2.230 -6.466 3.577  S3 1.599, C52 1.434
11 O 6.515 -4.101 -1.453  S2 1.592, C56 1.441
12 O -4.019 -2.484 -3.542  S5 1.430
13 O -1.567 3.162 -6.145  S4 1.429
14 O 1.138 2.387 0.203  C54 1.406, H68 0.969
15 O 1.395 5.245 1.893  C26 1.189
16 O -2.926 -4.632 -3.054  S5 1.591, C48 1.441
17 O -2.003 -2.564 -2.078  S5 1.437
18 O -3.889 -1.625 1.021  C36 1.182
19 O 0.230 -6.484 3.604  S3 1.431
20 O 7.588 -2.394 -2.867  S2 1.427
21 O -1.006 -7.104 1.537  S3 1.429
22 N 2.607 -0.593 -1.724  C44 1.248, H77 1.029
23 N -0.722 -0.935 1.852  C27 1.509, H99 1.013, H100 1.014
24 N -0.720 5.088 2.649  C26 1.409, C29 1.487, H61 1.020
25 N 0.616 1.487 2.331  C32 1.471, C40 1.277, C54 1.489
26 C 0.422 5.818 2.265  O15 1.189, N24 1.409, C55 1.503
27 C -1.304 0.455 1.783  N23 1.509, C40 1.524, C41 1.541, C43 1.531
28 C 8.138 -2.539 -0.329  S2 1.761, H67 1.087, H82 1.087, H101 1.088
29 C -0.846 4.954 4.125  N24 1.487, C34 1.535, H73 1.089, H125 1.097
30 C -4.328 2.388 -0.193  C53 1.549, H113 1.088, H122 1.088, H124 1.088
31 C -0.935 1.204 4.285  C40 1.481, C49 1.536, H90 1.091, H97 1.086
32 C 1.764 2.128 2.991  N25 1.471, C33 1.566, H112 1.082, H123 1.082
33 C 2.366 1.209 4.106  C32 1.566, C35 1.540, H58 1.089, H111 1.087
34 C -1.629 3.680 4.469  C29 1.535, C49 1.552, H65 1.091, H72 1.087
35 C 3.896 1.110 3.965  Cl1 1.801, C33 1.540, H102 1.082, H106 1.081
36 C -3.415 -0.554 0.861  O18 1.182, C43 1.511, H104 1.106
37 C 5.547 -4.762 -3.610  C56 1.516, H63 1.090, H71 1.090, H89 1.090
38 C -0.860 -4.501 -4.375  C48 1.516, H69 1.090, H87 1.090, H95 1.090
39 C 0.950 5.159 -6.025  O7 1.440, C47 1.516, H75 1.089, H83 1.092
40 C -0.478 1.120 2.878  N25 1.277, C27 1.524, C31 1.481
41 C -0.799 0.975 0.423  P6 1.909, C27 1.541, C54 1.606, H91 1.086
42 C -2.906 5.355 -6.556  S4 1.761, H98 1.088, H117 1.087, H118 1.087
43 C -2.802 0.228 2.000  C27 1.531, C36 1.511, H64 1.095, H88 1.089
44 C 1.722 -0.029 -1.049  N22 1.248, C46 1.522, H92 1.090
45 C -1.549 2.571 -1.976  P6 1.843, H66 1.088, H84 1.085, H121 1.090
46 C 1.761 0.165 0.460  C44 1.522, C54 1.536, H85 1.093, H86 1.086
47 C 1.570 3.822 -6.381  C39 1.516, H60 1.090, H76 1.090, H94 1.090
48 C -2.346 -4.806 -4.361  O16 1.441, C38 1.516, H80 1.091, H108 1.088
49 C -0.685 2.556 4.970  C31 1.536, C34 1.552, H110 1.088, H126 1.081
50 C -4.220 -3.561 -1.171  S5 1.755, H70 1.087, H105 1.087, H115 1.086
51 C -1.112 -8.730 3.571  S3 1.760, H74 1.087, H79 1.088, H103 1.087
52 C -2.352 -5.037 3.574  O10 1.434, C57 1.517, H96 1.093, H107 1.089
53 C -3.121 3.083 0.485  P6 1.868, C30 1.549, H114 1.090, H120 1.087
54 C 0.723 1.220 0.869  O14 1.406, N25 1.489, C41 1.606, C46 1.536
55 C 0.426 7.321 2.279  C26 1.503, H59 1.088, H81 1.088, H116 1.087
56 C 5.322 -4.549 -2.126  O11 1.441, C37 1.516, H62 1.092, H119 1.089
57 C -2.716 -4.496 2.204  C52 1.517, H78 1.090, H93 1.091, H109 1.090
58 H 2.066 1.599 5.077  C33 1.089
59 H 1.039 7.706 3.091  C55 1.088
60 H 1.068 3.003 -5.866  C47 1.090
61 H -0.575 4.148 2.281  N24 1.020
62 H 4.502 -3.851 -1.946  C56 1.092
63 H 5.734 -3.817 -4.120  C37 1.090
64 H -3.397 1.138 2.134  C43 1.095
65 H -2.278 3.367 3.650  C34 1.091
66 H -2.055 3.459 -2.350  C45 1.088
67 H 7.644 -2.713 0.623  C28 1.087
68 H 2.102 2.373 0.114  O14 0.969
69 H -0.428 -4.768 -5.339  C38 1.090
70 H -5.134 -4.040 -1.513  C50 1.087
71 H 4.670 -5.224 -4.063  C37 1.090
72 H -2.289 3.962 5.286  C34 1.087
73 H -1.366 5.838 4.489  C29 1.089
74 H -2.070 -9.109 3.225  C51 1.087
75 H 1.524 5.963 -6.483  C39 1.089
76 H 2.623 3.805 -6.099  C47 1.090
77 H 3.348 -0.887 -1.074  N22 1.029
78 H -3.591 -5.011 1.807  C57 1.090
79 H -0.301 -9.335 3.171  C51 1.088
80 H -2.882 -4.201 -5.094  C48 1.091
81 H -0.562 7.775 2.289  C55 1.088
82 H 8.884 -3.304 -0.529  C28 1.087
83 H 0.961 5.327 -4.946  C39 1.092
84 H -0.561 2.604 -2.424  C45 1.085
85 H 2.749 0.538 0.744  C46 1.093
86 H 1.588 -0.768 0.986  C46 1.086
87 H -0.673 -3.441 -4.202  C38 1.090
88 H -2.967 -0.359 2.903  C43 1.089
89 H 6.414 -5.400 -3.779  C37 1.090
90 H -0.478 0.428 4.901  C31 1.091
91 H -0.872 0.189 -0.323  C41 1.086
92 H 0.865 0.375 -1.588  C44 1.090
93 H -1.901 -4.644 1.494  C57 1.091
94 H 1.486 3.632 -7.451  C47 1.090
95 H -0.347 -5.055 -3.589  C38 1.090
96 H -1.433 -4.581 3.949  C52 1.093
97 H -2.006 1.018 4.286  C31 1.086
98 H -3.825 4.899 -6.193  C42 1.088
99 H -0.978 -1.402 2.715  N23 1.013
100 H -0.980 -1.482 1.038  N23 1.014
101 H 8.600 -1.553 -0.341  C28 1.088
102 H 4.327 1.023 4.954  C35 1.082
103 H -1.069 -8.709 4.657  C51 1.087
104 H -3.447 -0.094 -0.143  C36 1.106
105 H -3.657 -4.220 -0.516  C50 1.087
106 H 4.314 1.954 3.435  C35 1.081
107 H -3.143 -4.800 4.284  C52 1.089
108 H -2.508 -5.850 -4.623  C48 1.088
109 H -2.927 -3.428 2.258  C57 1.090
110 H -0.912 2.407 6.023  C49 1.088
111 H 1.927 0.221 3.985  C33 1.087
112 H 1.513 3.112 3.367  C32 1.082
113 H -4.807 1.650 0.447  C30 1.088
114 H -3.094 2.960 1.568  C53 1.090
115 H -4.444 -2.629 -0.662  C50 1.086
116 H 0.909 7.629 1.356  C55 1.087
117 H -2.817 5.215 -7.630  C42 1.087
118 H -2.879 6.410 -6.296  C42 1.087
119 H 5.052 -5.493 -1.657  C56 1.089
120 H -3.233 4.150 0.308  C53 1.087
121 H -2.116 1.700 -2.306  C45 1.090
122 H -5.076 3.146 -0.417  C30 1.088
123 H 2.543 2.287 2.257  C32 1.082
124 H -4.089 1.913 -1.142  C30 1.088
125 H 0.142 4.933 4.601  C29 1.097
126 H 0.342 2.892 4.941  C49 1.081